The following is a DFT calculation (wB97M-V/def2-TZVPD) of C40H48BN5OV as an isolated structure.

Computed properties:
Multiplicity: 2
Net charge: 0
E_LUMO (alpha / beta): -0.277 / -0.388 eV
Frontier orbital gap (alpha / beta): 5.85 / 5.75 eV

Last column: Löwdin spin population.
Atoms and positions in Å:
V  -1.5915  0.1110  -0.6599  0.863
C  -2.7115  3.8247  1.1092  0.002
C  -2.5684  2.3824  0.7395  0.018
N  -1.6734  1.9159  -0.1632  0.023
N  -0.9530  2.8327  -0.9373  0.000
C  -0.5498  2.2065  -1.9881  0.014
O  -0.8407  0.9171  -2.1632  0.014
C  0.1389  2.9251  -3.0799  0.000
C  0.5818  4.2337  -2.8926  0.002
C  1.2025  4.9089  -3.9292  0.000
C  1.3697  4.2904  -5.1647  0.002
C  0.9177  2.9944  -5.3556  0.000
C  0.3108  2.3090  -4.3114  0.002
C  -3.3859  1.3548  1.1953  0.027
C  -4.3980  1.5003  2.1839  0.004
C  -5.1843  0.4445  2.5152  0.015
C  -4.9903  -0.8053  1.8689  0.012
C  -3.9970  -0.9152  0.9520  0.013
N  -3.1682  0.1164  0.6055  0.030
H  -2.1254  4.4372  0.4287  0.000
H  -2.3597  4.0247  2.1266  0.001
H  -3.7534  4.1467  1.0491  0.000
H  0.4351  4.7072  -1.9315  0.000
H  1.5512  5.9230  -3.7785  0.000
H  1.8505  4.8230  -5.9762  0.000
H  1.0453  2.5092  -6.3159  0.000
H  -0.0343  1.2938  -4.4454  0.000
H  -4.5217  2.4624  2.6643  0.000
H  -5.9521  0.5525  3.2711  0.001
H  -5.5988  -1.6657  2.1081  0.000
H  -3.7986  -1.8621  0.4634  0.001
C  -1.5876  0.5841  4.2825  0.000
C  -0.6323  -0.5576  3.9488  0.000
C  0.0682  -1.0697  5.2111  0.000
C  -1.3237  -1.7038  3.2354  0.000
C  -2.4149  -2.3414  3.8178  0.000
C  -3.0243  -3.4217  3.2007  0.000
C  -2.5451  -3.8895  1.9871  0.000
C  -1.4572  -3.2792  1.3698  0.000
C  -0.9299  -3.7976  0.0438  0.000
C  -1.7637  -3.2800  -1.1292  0.001
C  -0.8583  -5.3249  -0.0028  0.000
C  -0.8647  -2.1786  2.0026  0.000
N  0.2305  -1.5271  1.3634  -0.007
B  0.2012  -0.5855  0.2512  -0.027
N  1.6160  -0.4880  -0.0796  -0.005
C  2.3593  -1.3085  0.7685  -0.002
C  1.5356  -1.9322  1.6276  -0.001
C  2.3372  0.2254  -1.0876  -0.001
C  3.0063  1.4053  -0.7370  0.000
C  3.8203  2.0062  -1.6944  0.000
C  3.9786  1.4478  -2.9494  0.000
C  3.3201  0.2719  -3.2711  0.000
C  2.4917  -0.3607  -2.3518  0.000
C  1.8544  -1.6939  -2.7044  0.000
C  0.9691  -1.6071  -3.9479  0.000
C  2.9262  -2.7729  -2.8802  0.000
C  2.9552  1.9773  0.6708  0.000
C  2.5815  3.4592  0.6975  0.000
C  4.2975  1.7578  1.3741  0.000
H  -1.0510  1.3840  4.7987  0.000
H  -2.3995  0.2530  4.9358  0.000
H  -2.0296  0.9991  3.3783  0.000
H  0.1290  -0.1649  3.2770  0.000
H  -0.6602  -1.4355  5.9404  0.000
H  0.6415  -0.2682  5.6822  0.000
H  0.7525  -1.8898  4.9831  0.000
H  -2.7927  -1.9877  4.7710  0.000
H  -3.8741  -3.9044  3.6693  0.000
H  -3.0203  -4.7444  1.5189  0.000
H  0.0830  -3.4147  -0.0811  0.000
H  -2.8086  -3.5884  -1.0408  0.000
H  -1.3764  -3.6444  -2.0826  0.000
H  -1.7472  -2.1841  -1.1809  0.001
H  -1.8514  -5.7761  -0.0743  0.000
H  -0.3719  -5.7230  0.8885  0.000
H  -0.2890  -5.6487  -0.8763  0.000
H  3.4333  -1.3750  0.6848  0.000
H  1.7679  -2.6390  2.4095  0.000
H  4.3495  2.9194  -1.4461  0.000
H  4.6152  1.9302  -3.6809  0.000
H  3.4584  -0.1653  -4.2547  0.000
H  1.2238  -1.9907  -1.8662  0.000
H  1.5465  -1.2989  -4.8243  0.000
H  0.1614  -0.8888  -3.8072  0.000
H  0.5321  -2.5838  -4.1721  0.000
H  3.5548  -2.5623  -3.7500  0.000
H  2.4656  -3.7529  -3.0295  0.000
H  3.5752  -2.8301  -2.0044  0.000
H  2.1930  1.4302  1.2260  0.000
H  3.3164  4.0652  0.1594  0.000
H  2.5525  3.8177  1.7301  0.000
H  1.6035  3.6296  0.2523  0.000
H  5.0921  2.3232  0.8791  0.000
H  4.5853  0.7042  1.3684  0.000
H  4.2446  2.0912  2.4133  0.000

Forces on the atoms, in the same order (eV/Å):
V -0.43 -0.30 -0.09
C 0.09 0.02 0.06
C 0.15 0.07 -0.25
N 0.16 0.17 0.04
N -0.18 -0.11 0.41
C -0.13 -0.28 -0.31
O 0.00 0.56 -0.64
C 0.08 -0.02 0.19
C 0.07 0.01 -0.02
C -0.03 -0.02 -0.02
C 0.01 0.05 0.02
C 0.03 -0.06 0.03
C 0.07 -0.04 -0.10
C -0.09 -0.16 0.11
C 0.00 0.05 -0.06
C -0.04 -0.11 0.00
C -0.10 0.09 0.09
C 0.22 0.15 -0.18
N -0.10 0.07 0.14
H 0.00 -0.01 0.00
H -0.01 -0.02 -0.02
H 0.02 -0.02 0.00
H 0.00 -0.01 0.01
H 0.00 -0.02 0.00
H -0.01 -0.01 0.02
H -0.01 0.02 0.03
H 0.00 0.00 0.00
H 0.01 -0.03 -0.02
H 0.00 -0.01 -0.01
H 0.01 0.02 0.01
H 0.01 0.04 0.01
C -0.03 0.02 0.04
C 0.03 -0.10 0.03
C 0.01 -0.01 0.03
C -0.05 -0.01 0.03
C 0.01 -0.01 0.01
C 0.02 -0.01 0.00
C -0.01 -0.02 0.02
C -0.03 0.00 0.05
C 0.01 0.02 0.00
C -0.04 -0.11 -0.01
C -0.03 -0.03 -0.02
C -0.01 0.17 -0.08
N -0.11 -0.11 -0.17
B 0.79 -0.18 0.79
N -0.14 0.04 0.06
C 0.05 0.03 -0.05
C -0.03 -0.04 0.06
C 0.06 -0.08 0.10
C 0.03 0.02 -0.05
C -0.08 0.06 0.05
C -0.07 0.02 -0.09
C -0.07 0.05 -0.09
C -0.03 0.03 0.02
C 0.02 0.02 0.00
C 0.03 0.02 -0.05
C 0.04 -0.01 -0.01
C -0.03 -0.04 -0.05
C 0.07 0.02 0.00
C 0.06 -0.03 0.03
H -0.01 -0.02 -0.01
H 0.02 0.01 -0.02
H 0.00 0.01 -0.01
H 0.04 0.02 -0.03
H 0.02 0.00 -0.02
H -0.02 -0.01 -0.01
H -0.02 0.03 0.00
H 0.01 -0.01 -0.03
H 0.02 0.01 -0.01
H 0.01 0.02 0.02
H 0.05 0.02 0.02
H 0.02 0.01 0.00
H 0.00 0.02 0.01
H 0.01 0.04 -0.01
H 0.03 0.01 0.02
H 0.01 0.02 -0.02
H -0.02 0.01 0.00
H -0.05 0.00 0.00
H -0.01 0.03 -0.03
H -0.01 -0.03 -0.01
H 0.00 -0.02 0.01
H 0.00 0.02 0.04
H -0.04 0.01 0.03
H -0.02 -0.01 0.03
H -0.01 0.01 0.04
H 0.00 0.02 0.01
H -0.02 0.00 0.03
H 0.01 0.03 -0.01
H -0.02 -0.01 -0.01
H -0.05 -0.01 -0.01
H -0.05 -0.02 0.03
H 0.00 -0.02 -0.05
H -0.11 -0.01 -0.08
H -0.03 -0.02 0.01
H -0.02 0.04 0.01
H 0.00 -0.01 -0.03

***

The following is a DFT calculation (wB97M-V/def2-TZVPD) of a 2-piece molecular cluster, C3H9NO3 overall.

Computed properties:
Multiplicity: 1
SMILES: N[C@H](C=O)CO.O
Net charge: 0
E_LUMO: 0.368 eV
Relative energy (zero: lowest compared OMol25 entry of this formula, charge and spin): 246.1 kJ/mol
Frontier orbital gap: 9.78 eV

Last column: Mulliken charge in e.
Atoms and positions in Å:
O  0.3202  -2.7664  0.4467  -0.479
C  -0.2042  -1.6848  0.3549  -0.215
C  0.0624  -0.6763  -0.7333  0.182
C  1.6482  -0.3278  -0.5019  -0.545
O  1.9463  0.9551  -0.8784  -0.549
N  -0.7562  0.4848  -0.5338  -0.589
H  -1.0937  -1.5347  1.0370  0.336
H  -0.0553  -1.0807  -1.7179  0.365
H  1.7566  -0.3489  0.5927  0.356
H  2.1056  -1.1072  -1.1188  0.335
H  1.6538  1.3261  -1.7018  0.305
H  -1.2358  0.7460  -1.3843  0.235
H  -0.3745  1.3487  -0.1727  0.273
H  -2.6054  1.9431  1.8398  0.328
H  -2.4105  3.0659  0.8496  0.305
O  -2.4541  2.9049  1.8000  -0.643

Forces on the atoms, in the same order (eV/Å):
O 0.74 0.30 -0.22
C -1.90 -1.78 -0.09
C 2.07 1.38 1.96
C -2.82 -0.77 -0.78
O 1.24 1.44 0.89
N -1.43 0.57 -0.75
H 0.68 0.83 -0.30
H -0.21 -0.44 -0.45
H 0.73 -0.39 -0.56
H 0.75 0.07 0.75
H -0.45 -0.62 -0.70
H -0.13 -0.11 0.08
H 0.72 -0.45 0.21
H 0.11 0.51 0.11
H -0.02 0.14 0.14
O -0.07 -0.68 -0.29